No. 1
Molecular formula: C24H57N3O5
Method: DFT, ωB97M-V with the def2-TZVPD basis set

Calculated values
- DFT total energy: -40515.14815 eV
- Charge: 0
- SMILES: CC1(C)CCCC(C)(C)N1O.CC1(C)CCCC(C)(C)N1O.COC[C@H](C)N.CO.CO

Each line ends with the Mulliken charge.
Atoms and positions in Å:
C: 4.49 0.30 0.49  -1.03
C: 4.13 1.55 1.34  0.45
C: 2.70 1.57 1.72  -0.83
O: 1.89 1.66 0.52  -0.02
C: 0.70 2.29 0.92  -1.22
N: 4.90 1.54 2.59  -0.73
H: 3.91 0.32 -0.46  0.01
H: 4.16 -0.59 1.10  0.19
H: 5.45 0.23 0.14  0.53
H: 4.34 2.47 0.78  0.34
H: 2.58 2.45 2.38  0.35
H: 2.42 0.77 2.33  0.25
H: 0.87 3.26 1.38  0.46
H: 0.11 1.68 1.60  0.48
H: 0.13 2.35 0.02  0.27
H: 5.13 0.58 2.85  0.26
H: 5.76 2.04 2.50  0.26
C: 5.22 -2.17 -2.51  -0.61
O: 4.45 -1.40 -3.37  -0.44
H: 4.76 -2.30 -1.52  0.21
H: 5.51 -3.10 -3.00  0.28
H: 6.25 -1.70 -2.39  0.23
H: 3.53 -1.33 -3.06  0.22
C: 1.09 -2.69 0.78  -0.44
O: 0.60 -1.33 0.99  -0.22
H: 0.34 -3.41 1.22  0.21
H: 1.20 -2.84 -0.30  0.03
H: 2.08 -2.71 1.23  0.26
H: 0.86 -0.81 0.22  0.13
C: -3.21 2.10 2.28  -1.60
C: -3.49 0.63 2.37  1.80
C: -2.15 -0.15 2.72  -1.07
C: -1.77 -0.02 4.24  -0.79
C: -2.87 -0.44 5.16  -1.18
C: -4.17 0.37 4.90  1.42
N: -4.52 0.24 3.44  -0.03
O: -5.56 1.12 3.13  -0.51
C: -5.37 -0.44 5.64  -1.69
C: -4.10 1.80 5.37  -1.73
C: -4.03 0.10 1.00  -1.60
H: -2.85 2.30 1.33  0.57
H: -2.39 2.38 2.96  0.28
H: -4.10 2.76 2.49  0.19
H: -2.38 -1.22 2.53  0.36
H: -1.40 -0.05 1.98  0.22
H: -1.42 1.00 4.49  0.30
H: -0.91 -0.66 4.27  0.50
H: -2.55 -0.41 6.18  0.46
H: -3.14 -1.47 4.86  0.37
H: -5.15 -0.63 6.68  0.38
H: -6.34 0.03 5.47  0.37
H: -5.40 -1.35 5.07  0.50
H: -3.14 2.31 5.09  0.28
H: -5.01 2.31 5.09  0.36
H: -3.99 1.76 6.46  0.49
H: -3.14 -0.08 0.41  0.21
H: -4.54 0.93 0.48  0.39
H: -4.68 -0.74 1.09  0.43
H: -6.39 0.67 3.36  0.37
C: 0.23 1.05 -5.49  -1.56
C: 1.16 0.73 -4.28  1.62
C: 0.39 1.11 -2.99  -1.14
C: -0.77 0.10 -2.72  -0.44
C: -0.18 -1.34 -2.61  -0.20
C: 0.57 -1.77 -3.88  1.41
N: 1.51 -0.71 -4.25  1.04
O: 2.12 -1.09 -5.49  -0.60
C: 1.49 -2.97 -3.42  -1.55
C: -0.46 -2.22 -4.90  -1.62
C: 2.40 1.62 -4.45  -2.03
H: -0.24 2.03 -5.39  0.37
H: -0.60 0.31 -5.60  0.26
H: 0.79 1.03 -6.45  0.37
H: 1.06 1.10 -2.11  0.02
H: 0.18 2.19 -3.04  0.61
H: -1.39 0.21 -3.61  0.38
H: -1.47 0.32 -1.88  -0.06
H: -0.87 -2.17 -2.44  0.56
H: 0.56 -1.42 -1.78  -0.95
H: 0.91 -3.83 -3.10  0.47
H: 2.24 -3.21 -4.20  0.35
H: 2.15 -2.60 -2.64  0.05
H: -0.06 -2.39 -5.85  0.42
H: -1.07 -3.11 -4.54  0.37
H: -1.18 -1.38 -4.98  0.36
H: 2.96 1.39 -5.35  0.48
H: 3.03 1.62 -3.56  0.24
H: 2.05 2.65 -4.59  0.47
H: 3.05 -1.15 -5.36  0.36

No. 2
Molecular formula: C24H57O13P
Method: DFT, ωB97M-V with the def2-TZVPD basis set

Calculated values
- DFT total energy: -61712.47397 eV
- Charge: 0
- SMILES: CCOP(=O)(OCC)OCC.COCCOCCOC.COCCOCCOC.COCCOCCOC

Each line ends with the Mulliken charge.
Atoms and positions in Å:
C: -4.21 -6.16 -0.49  -0.70
O: -3.00 -5.46 -0.70  -0.35
C: -2.24 -5.09 0.49  -0.81
C: -2.94 -4.35 1.60  -0.41
O: -3.33 -2.97 1.42  -0.25
C: -3.97 -2.39 2.61  -0.28
C: -3.00 -2.15 3.83  -0.41
O: -3.70 -1.49 4.84  -0.44
C: -3.74 -0.01 4.74  -0.28
H: -5.02 -5.49 -0.23  0.23
H: -4.08 -6.98 0.22  0.33
H: -4.47 -6.59 -1.46  0.26
H: -1.36 -4.55 0.16  0.33
H: -2.04 -6.07 0.94  0.40
H: -2.34 -4.44 2.50  0.30
H: -3.83 -4.87 1.96  0.48
H: -4.74 -3.11 2.88  0.53
H: -4.52 -1.47 2.42  0.00
H: -2.15 -1.61 3.41  0.29
H: -2.72 -3.10 4.29  0.33
H: -4.55 0.44 5.31  0.27
H: -3.92 0.29 3.71  -0.09
H: -2.81 0.40 5.15  0.30
C: -1.85 0.77 -3.84  -0.73
O: -0.88 -0.28 -3.97  -0.46
C: -0.62 -0.99 -2.81  1.07
C: 0.97 -1.12 -2.77  -1.28
O: 1.63 0.18 -2.66  0.44
C: 1.86 0.79 -3.91  -0.21
C: 2.91 0.29 -4.86  -0.82
O: 4.25 0.28 -4.33  -0.42
C: 4.54 -0.69 -3.32  -0.31
H: -2.05 1.39 -4.72  0.42
H: -1.67 1.56 -3.11  0.16
H: -2.85 0.41 -3.61  0.36
H: -1.10 -1.95 -2.93  0.41
H: -1.03 -0.45 -1.95  -0.90
H: 1.36 -1.84 -3.50  0.41
H: 1.08 -1.61 -1.80  0.39
H: 2.08 1.73 -3.41  0.04
H: 0.97 0.75 -4.54  0.14
H: 2.68 1.04 -5.62  0.40
H: 2.69 -0.70 -5.25  0.35
H: 3.88 -0.58 -2.46  -0.14
H: 5.49 -0.47 -2.83  0.31
H: 4.62 -1.70 -3.72  0.31
C: -5.74 2.15 1.87  -0.93
O: -5.17 0.91 1.55  -0.17
C: -5.06 0.80 0.11  -1.04
C: -3.87 -0.13 -0.49  -0.36
O: -2.63 0.50 -0.54  0.16
C: -1.83 0.08 0.55  -0.56
C: -0.45 0.80 0.52  0.98
O: -0.61 2.19 0.70  -0.49
C: -0.73 2.87 -0.53  -0.41
H: -6.72 2.33 1.43  0.34
H: -5.10 2.93 1.45  0.35
H: -5.96 2.26 2.93  0.26
H: -4.86 1.66 -0.52  0.49
H: -6.02 0.39 -0.20  0.47
H: -4.18 -0.31 -1.52  0.39
H: -3.90 -1.10 0.00  -0.03
H: -1.59 -0.98 0.56  0.10
H: -2.33 0.23 1.50  0.38
H: -0.02 0.64 -0.47  -0.82
H: 0.11 0.50 1.39  0.25
H: 0.13 2.89 -1.20  0.04
H: -0.92 3.87 -0.15  0.45
H: -1.55 2.59 -1.20  0.05
C: 7.57 3.14 3.23  -1.16
C: 6.32 3.40 2.28  -0.32
O: 5.99 2.24 1.52  -0.36
P: 4.47 1.70 1.20  0.92
O: 3.34 2.19 2.11  -0.73
O: 4.21 2.20 -0.29  0.08
C: 3.97 3.54 -0.59  -0.27
C: 3.94 3.83 -2.10  -0.74
O: 4.50 0.09 1.05  -0.42
C: 3.31 -0.57 0.64  0.24
C: 2.59 -1.06 1.87  -1.20
H: 8.02 4.13 3.26  0.34
H: 7.13 2.67 4.11  0.31
H: 8.31 2.42 2.90  0.30
H: 5.49 3.82 2.86  0.40
H: 6.49 4.25 1.62  0.33
H: 3.07 3.74 -0.01  0.47
H: 4.84 4.11 -0.24  0.13
H: 3.65 4.84 -2.38  0.39
H: 4.80 3.39 -2.60  0.32
H: 3.10 3.20 -2.41  -0.14
H: 2.73 0.08 -0.01  -0.01
H: 3.60 -1.45 0.08  0.37
H: 1.59 -1.32 1.50  0.19
H: 3.02 -1.96 2.30  0.34
H: 2.68 -0.31 2.65  0.35

Computed values of HOMO level (unit: eV) for the preceding records, in sequence: -8.3708 -8.9420.
Computed values of energy relative to the best compared isomer or geometry (same formula, charge and spin) (unit: kcal per mole) for the preceding records, in sequence: 58.94 0.00.